Formula: C5H11NO
Source: the OMol25 dataset
Level of theory: wB97M-V/def2-TZVPD

Last column: Mulliken charge in e.
Cartesian coordinates (Å):
C  -1.0617  -1.4855  -1.4698  -1.073
N  -0.7440  -0.2496  -0.7764  -0.155
C  0.5414  0.0091  -0.4174  1.023
C  1.4801  -0.9393  -0.5951  -1.120
C  1.2910  1.6200  1.3139  -0.647
C  0.8225  1.3016  0.1063  -0.669
H  -0.2243  -2.0984  -1.7881  0.358
H  -1.5550  -1.1580  -2.4081  0.330
H  -1.8549  -1.9702  -0.8911  0.270
H  -1.3634  0.5421  -0.9655  0.301
H  1.2672  -1.9675  -0.6329  0.286
H  2.5238  -0.8054  -0.3146  0.304
H  1.8420  0.9494  2.0583  0.251
H  1.2516  2.6502  1.6642  0.285
H  0.2604  2.0767  -0.3894  0.241
H  -0.7742  0.8266  1.6819  0.398
H  -2.1071  0.0145  1.6562  0.318
O  -1.5953  0.6837  2.1677  -0.702

Calculated values
Kohn-Sham gap, eV: 8.860
Net charge: 0
Spin multiplicity: 1
SMILES string: C=CC(=C)NC.O

---

Formula: C9H7N3O2
Source: the OMol25 dataset
Level of theory: wB97M-V/def2-TZVPD

Last column: Mulliken charge in e.
Cartesian coordinates (Å):
C  2.8616  -0.5531  0.1696  -0.389
C  2.7057  0.5172  1.0354  -0.521
C  1.9132  -0.7889  -0.8124  -0.689
C  1.6004  1.3483  0.9430  -0.387
C  0.8015  0.0236  -0.8999  -0.043
C  0.6252  1.0912  -0.0140  0.534
C  -2.9568  -0.6375  -0.9647  -0.216
C  -2.4458  -1.1652  0.2929  0.571
C  -0.6465  1.8479  -0.1789  -0.026
N  -1.7165  0.8907  -0.1788  0.693
N  -2.7063  -2.2690  0.8247  -0.731
N  -2.4641  0.5263  -1.1811  -0.744
O  -0.8398  3.0098  -0.3638  -0.479
O  -1.6070  -0.1711  0.7641  -0.312
H  3.7167  -1.2068  0.2547  0.388
H  3.4522  0.7013  1.7946  0.378
H  2.0261  -1.6110  -1.5032  0.385
H  1.4765  2.1700  1.6311  0.424
H  0.0686  -0.1610  -1.6746  0.437
H  -3.6317  -1.1176  -1.6384  0.464
H  -2.2329  -2.4448  1.6997  0.263

Calculated values
Kohn-Sham gap, eV: 9.001
Net charge: 0
Spin multiplicity: 1
SMILES string: [H]/N=c1/cnn(C(=O)c2ccccc2)o1

---

Formula: C24H39BClIrN4P2Si
Source: the OMol25 dataset
Level of theory: wB97M-V/def2-TZVPD

Last column: Mulliken charge in e.
Cartesian coordinates (Å):
Ir  0.0172  -0.2172  0.1694  1.481
B  0.5748  0.9458  3.8009  -0.237
N  1.7196  0.3924  2.9503  0.122
C  2.9285  0.1802  3.4993  -0.344
C  3.8026  -0.2227  2.5124  -0.979
C  3.0277  -0.2345  1.3582  -0.179
N  1.7779  0.1386  1.6408  -0.110
N  -0.7605  1.1640  3.0890  -0.116
C  -1.8230  1.6529  3.7521  -0.392
C  -2.8599  1.8371  2.8624  -0.929
C  -2.3389  1.4115  1.6445  -0.223
N  -1.0743  1.0135  1.8005  0.049
H  0.3976  0.2045  4.7246  -0.088
H  0.9370  2.0041  4.2388  -0.082
H  3.1007  0.3296  4.5452  0.456
H  4.8375  -0.4697  2.6187  0.429
H  3.3252  -0.4787  0.3562  0.250
H  -1.7839  1.8386  4.8064  0.458
H  -3.8336  2.2334  3.0608  0.432
H  -2.8151  1.3795  0.6849  0.285
C  -2.9366  1.5850  -2.2100  -1.371
P  -1.8115  0.2222  -1.6851  0.635
C  -2.9843  -1.1902  -1.6877  -1.280
C  -0.9477  -0.0125  -3.3119  -1.080
C  0.2112  -0.9969  -3.2474  -1.307
P  1.4594  -0.5647  -1.9454  0.782
C  2.5029  0.6571  -2.8408  -1.373
C  2.5083  -2.0615  -2.0961  -1.352
H  -3.4364  1.3149  -3.1411  0.473
H  -2.3673  2.5004  -2.3593  0.376
H  -3.6891  1.7718  -1.4482  0.490
H  -3.5473  -1.2278  -2.6203  0.488
H  -3.6778  -1.0753  -0.8563  0.373
H  -2.4361  -2.1189  -1.5428  0.242
H  -0.5861  0.9693  -3.6317  0.397
H  -1.6819  -0.3470  -4.0521  0.619
H  0.7220  -1.0343  -4.2174  0.623
H  -0.1591  -2.0009  -3.0146  0.400
H  2.8512  0.2290  -3.7799  0.446
H  3.3634  0.9155  -2.2270  0.409
H  1.9486  1.5702  -3.0426  0.327
H  2.6813  -2.2783  -3.1513  0.500
H  2.0091  -2.9032  -1.6207  0.317
H  3.4637  -1.9013  -1.6025  0.471
C  0.0372  -5.8582  2.1408  -0.963
Si  -1.4475  -4.9982  1.3114  -0.069
C  -1.9141  -5.7847  -0.3667  -0.986
C  -2.9622  -4.8325  2.4561  -0.971
C  -0.9090  -3.2714  0.8740  0.840
C  -0.5419  -2.1386  0.5964  -0.461
H  -0.2118  -6.8834  2.3982  0.326
H  0.3295  -5.3485  3.0539  0.314
H  0.9000  -5.8820  1.4812  0.305
H  -2.2346  -6.8139  -0.2477  0.358
H  -1.0693  -5.7799  -1.0486  0.291
H  -2.7290  -5.2389  -0.8332  0.299
H  -3.3419  -5.8092  2.7389  0.334
H  -3.7649  -4.2945  1.9608  0.299
H  -2.7111  -4.2968  3.3661  0.320
Cl  2.3271  8.3669  -1.6203  -0.183
C  1.9045  6.7416  -1.2784  0.364
C  2.1551  6.2094  -0.0115  -0.766
C  1.8047  4.9183  0.2697  -0.433
C  1.1801  4.0906  -0.7087  0.730
C  0.8043  2.8003  -0.4210  -0.287
C  0.9547  4.6635  -1.9947  -0.262
C  1.3069  5.9571  -2.2675  -0.882
H  2.6234  6.8225  0.7412  0.423
H  1.9928  4.5108  1.2524  0.452
H  0.9806  2.3758  0.5531  0.061
H  0.3055  2.2066  -1.1727  -0.082
H  0.4913  4.0621  -2.7653  0.330
H  1.1225  6.3800  -3.2415  0.415

Calculated values
Kohn-Sham gap (alpha / beta), eV: 5.580 / 6.668
Net charge: +1
Spin multiplicity: 2

---

Formula: C46H66P2RhSiTe2
Source: the OMol25 dataset
Level of theory: wB97M-V/def2-TZVPD

Last column: Mulliken charge in e.
Cartesian coordinates (Å):
Rh  0.4713  -0.3109  -0.0592  -1.970
C  -3.0832  -1.9663  -0.8918  -1.488
Si  -1.2360  -1.9486  -0.4221  2.236
C  -1.3674  -2.8181  1.2812  0.560
C  -2.0881  -4.0179  1.4447  -0.272
C  -2.3808  -4.5388  2.6954  -0.998
C  -1.9826  -3.8421  3.8333  -0.875
C  -1.2834  -2.6539  3.6943  0.081
C  -0.9522  -2.1385  2.4326  -0.307
P  0.0042  -0.5403  2.3315  1.283
C  -1.1820  0.4670  3.4263  0.018
C  -1.4160  1.8446  2.8036  0.479
C  -0.2741  2.8113  3.1097  0.372
C  -0.1210  2.9981  4.6204  -1.270
C  0.1460  1.6510  5.2925  0.365
C  -0.9397  0.6357  4.9349  -1.758
C  1.4464  -0.9099  3.4935  0.015
C  1.9841  -2.3477  3.5766  -0.063
C  3.0449  -2.4432  4.6819  -1.048
C  4.2025  -1.4707  4.4320  -0.624
C  3.6890  -0.0389  4.2738  -0.770
C  2.6243  0.0306  3.1740  -0.287
C  -0.4934  -3.0492  -1.8074  0.163
C  -0.8781  -4.3782  -2.0198  -0.372
C  -0.3683  -5.1335  -3.0685  -1.020
C  0.5222  -4.5537  -3.9621  -0.728
C  0.8955  -3.2251  -3.7920  -0.701
C  0.4141  -2.4685  -2.7194  0.855
P  0.8189  -0.6706  -2.5104  -0.621
C  -0.1752  0.1427  -3.8851  0.516
C  -1.6907  0.1862  -3.5868  0.391
C  -2.4870  -0.9753  -4.1981  -0.247
C  -2.2539  -1.0719  -5.7027  -1.355
C  -0.7732  -1.3142  -5.9696  -0.441
C  0.0905  -0.2009  -5.3664  -1.113
C  2.5512  -0.3473  -3.2147  1.068
C  3.5585  -1.5305  -3.3302  -0.637
C  4.9482  -1.1939  -2.7787  -0.845
C  5.4992  0.1353  -3.2990  -0.719
C  4.4644  1.2803  -3.1758  -0.958
C  3.1800  0.8390  -2.4637  -0.782
H  -3.3667  -2.9645  -1.2592  0.507
H  -3.3319  -1.2377  -1.6708  0.197
H  -3.6892  -1.7383  -0.0059  0.352
H  -2.4423  -4.5491  0.5623  0.177
H  -2.9290  -5.4702  2.7880  0.404
H  -2.2204  -4.2214  4.8209  0.416
H  -0.9783  -2.1209  4.5916  0.250
H  -2.0996  -0.1051  3.3136  1.016
H  -2.3499  2.2644  3.2019  0.738
H  -1.5416  1.7430  1.7317  -1.450
H  -0.4584  3.7631  2.6152  0.396
H  0.6543  2.4093  2.6871  -0.452
H  -1.0483  3.4255  5.0206  0.354
H  0.6848  3.7021  4.8504  0.461
H  0.2051  1.7592  6.3782  0.451
H  1.1177  1.2859  4.9593  -0.463
H  -1.8870  1.0043  5.3478  0.682
H  -0.7488  -0.3186  5.4335  0.255
H  1.0850  -0.6640  4.4982  0.309
H  2.4515  -2.6249  2.6279  -0.206
H  1.1901  -3.0701  3.7552  0.216
H  3.4219  -3.4692  4.7456  0.412
H  2.5776  -2.2115  5.6489  0.329
H  4.7098  -1.7652  3.5051  0.246
H  4.9374  -1.5296  5.2396  0.420
H  4.5158  0.6400  4.0449  0.422
H  3.2504  0.2956  5.2236  0.243
H  3.0669  -0.2820  2.2249  0.013
H  2.2878  1.0568  3.0253  -0.020
H  -1.5892  -4.8468  -1.3416  0.077
H  -0.6706  -6.1688  -3.1936  0.381
H  0.9168  -5.1252  -4.7950  0.412
H  1.5657  -2.7710  -4.5105  0.455
H  0.1841  1.1614  -3.7344  0.838
H  -2.0915  1.1239  -3.9920  0.772
H  -1.8452  0.2322  -2.5086  -1.344
H  -3.5491  -0.8277  -3.9843  0.481
H  -2.1962  -1.9232  -3.7315  -0.128
H  -2.5700  -0.1356  -6.1805  0.395
H  -2.8526  -1.8776  -6.1369  0.499
H  -0.5757  -1.3734  -7.0440  0.442
H  -0.5047  -2.2801  -5.5410  0.057
H  -0.1220  0.7160  -5.9306  0.533
H  1.1478  -0.4235  -5.5394  0.275
H  2.3538  0.0378  -4.2134  0.258
H  3.6549  -1.8234  -4.3825  0.259
H  3.1951  -2.4095  -2.7984  0.293
H  5.6354  -2.0055  -3.0350  0.520
H  4.8946  -1.1685  -1.6876  0.095
H  5.8086  0.0184  -4.3433  0.299
H  6.4035  0.3835  -2.7367  0.365
H  4.1888  1.6397  -4.1736  0.325
H  4.8991  2.1344  -2.6502  0.431
H  2.4808  1.6758  -2.4451  0.392
H  3.3686  0.5752  -1.4234  0.059
Te  2.3742  -2.0446  0.0986  -0.268
C  -4.9656  6.1131  1.1977  -1.628
C  -3.8552  5.2114  0.7057  0.784
C  -4.1003  3.8939  0.3389  -1.215
C  -3.0833  3.0411  -0.1060  1.205
C  -3.4498  1.6359  -0.5231  -0.823
C  -1.7632  3.5190  -0.1793  -0.091
Te  -0.1787  2.2700  -0.8971  0.001
C  -1.5070  4.8628  0.1636  0.770
C  -0.1211  5.4561  0.0563  -1.656
C  -2.5509  5.6781  0.6020  -0.943
H  -5.9193  5.5831  1.2112  0.328
H  -5.0788  6.9920  0.5572  0.346
H  -4.7662  6.4723  2.2110  0.334
H  -5.1154  3.5090  0.4002  0.233
H  -4.4689  1.3933  -0.2112  0.332
H  -2.7678  0.8914  -0.1106  -0.499
H  -3.3896  1.5351  -1.6116  0.244
H  0.6092  4.8631  0.6121  0.267
H  -0.1096  6.4837  0.4338  0.394
H  0.2163  5.4610  -0.9831  0.334
H  -2.3337  6.7103  0.8726  0.303

Calculated values
Kohn-Sham gap (alpha / beta), eV: 4.685 / 5.502
Net charge: -1
Spin multiplicity: 5

---

ΔE to the lowest compared entry with this formula, charge and spin readings, ordered: 65.7, 17.2, 33.4, 6.8 kcal per mole
F_max readings, ordered: 2.935, 1.344, 2.762, 0.661 eV/A